Record 1
DFT (wB97M-V/def2-TZVPD) results for a structure of composition C33H40BrCl2N4O6W in a non-equilibrium geometry.

Calculated values
E_LUMO (alpha / beta): 2.342 / 2.341 eV
E_HOMO (alpha / beta): -2.84 / -5.67 eV
Frontier orbital gap (alpha / beta): 5.18 / 8.01 eV
ΔE to the lowest compared entry with this formula, charge and spin: 0.00 kcal/mol

Structure (ORCA input):
```
! RIJCOSX wB97M-V def2-TZVPD def2/J DEFGRID3
* xyz -1 3
W -0.0790 0.4902 -0.1071
O -0.5006 -1.2838 -0.8030
C -0.2300 -2.5591 -0.4908
C -1.0945 -3.5486 -0.9241
C -0.9048 -4.8758 -0.5363
C 0.1678 -5.2031 0.2905
C 1.0561 -4.2264 0.7036
C 0.8986 -2.8782 0.3095
C 1.8131 -1.8709 0.6562
N 1.6662 -0.5702 0.2918
C 2.9143 0.1595 0.1256
C 2.9123 0.5432 -1.3444
N 1.6564 1.2717 -1.4790
C 1.6240 2.3309 -2.1911
C 0.6247 3.3620 -2.0683
C 0.4911 4.3754 -3.0177
C -0.3551 5.4412 -2.7962
C -1.0480 5.5189 -1.5860
C -0.8946 4.5548 -0.6109
C -0.0678 3.4448 -0.8396
O 0.1447 2.5521 0.0958
H -1.9238 -3.2456 -1.5525
H -1.5913 -5.6430 -0.8712
H 0.3125 -6.2287 0.6099
H 1.8930 -4.4852 1.3437
H 2.7203 -2.1461 1.1878
H 3.7663 -0.4753 0.3771
H 2.9533 1.0506 0.7521
H 2.9013 -0.3599 -1.9603
H 3.7607 1.1760 -1.6213
H 2.4709 2.5414 -2.8509
H 1.0495 4.3028 -3.9449
H -0.4819 6.2091 -3.5480
H -1.7115 6.3563 -1.4040
H -1.4097 4.6191 0.3388
Cl -0.1142 1.4734 -4.9550
C -1.7093 1.2133 -4.2001
Cl -2.5317 2.7461 -3.8660
C -1.5964 0.3720 -2.9120
O -2.2148 -0.6702 -2.9123
O -0.8649 0.9197 -2.0071
H -2.3005 0.6637 -4.9200
C -1.2102 -4.2629 4.1541
C -2.4913 -3.4560 3.9063
C -3.4355 -4.2404 3.0001
C -3.1700 -3.1490 5.2380
N -2.2224 -2.1462 3.2871
N -1.5438 -2.1731 2.0392
H -1.4321 -5.1705 4.7212
H -0.4919 -3.6708 4.7280
H -0.7378 -4.5683 3.2179
H -3.7801 -5.1464 3.5035
H -2.9365 -4.5395 2.0759
H -4.3029 -3.6275 2.7460
H -3.4788 -4.0691 5.7380
H -4.0476 -2.5217 5.0743
H -2.4878 -2.6132 5.9050
H -1.6414 -1.6051 3.9173
H -2.2023 -2.4331 1.3151
H -0.7958 -2.8619 2.0380
C -3.8133 -0.6231 -0.2605
C -3.3117 0.2538 0.8790
C -4.4454 1.1523 1.3812
C -2.1005 1.1133 0.5206
H -4.6325 -1.2663 0.0786
H -3.0184 -1.2455 -0.6689
H -4.1880 -0.0121 -1.0879
H -3.0352 -0.3935 1.7123
H -4.7392 1.8693 0.6074
H -4.1357 1.7221 2.2618
H -5.3279 0.5635 1.6493
H -1.8996 1.7483 1.3860
H -2.3622 1.8093 -0.2906
Br -1.9514 0.7266 8.4283
C -1.0883 0.7357 6.7317
C -1.8569 0.7682 5.5825
C -1.2181 0.7690 4.3498
C 0.1695 0.7308 4.2701
C 0.9174 0.7027 5.4409
C 0.2953 0.7052 6.6799
C 0.8738 0.6960 2.9369
O 2.0929 0.6586 2.8943
O 0.0398 0.7008 1.9526
H -2.9365 0.7845 5.6450
H -1.7941 0.7769 3.4340
H 1.9960 0.6719 5.3576
H 0.8723 0.6800 7.5942
*
```

Record 2
DFT (wB97M-V/def2-TZVPD) results for a cluster of 2 separate species, C3H9NO2 in total in a non-equilibrium geometry.

Calculated values
E_LUMO (alpha / beta): -4.050 / -9.085 eV
E_HOMO (alpha / beta): -14.51 / -14.02 eV
Frontier orbital gap (alpha / beta): 10.46 / 4.94 eV
ΔE to the lowest compared entry with this formula, charge and spin: 38.53 kcal/mol

Structure (ORCA input):
```
! RIJCOSX wB97M-V def2-TZVPD def2/J DEFGRID3
* xyz 1 2
C -1.3822 1.6952 -0.5717
C -1.0269 0.2336 -0.5080
O 0.0861 -0.0691 -0.9881
N -1.8800 -0.6882 -0.1215
H -1.6143 -1.6582 -0.0259
H -2.8627 -0.4705 -0.0508
H -0.7939 2.2678 0.1460
H -2.4471 1.9020 -0.4614
H -1.0597 2.0772 -1.5441
C 2.4649 -0.6468 0.4564
O 1.5451 -1.1709 1.4114
H 1.1991 -2.0070 1.6516
H 3.5214 -0.7008 0.6533
H 2.0467 0.3550 0.4487
H 2.2037 -1.1194 -0.4959
*
```

Record 3
DFT (wB97M-V/def2-TZVPD) results for a structure of composition C11H13FO18Pb in a non-equilibrium geometry.

Calculated values
E_LUMO: 3.485 eV
E_HOMO: -1.32 eV
Frontier orbital gap: 4.80 eV
ΔE to the lowest compared entry with this formula, charge and spin: 12.79 kcal/mol

Structure (ORCA input):
```
! RIJCOSX wB97M-V def2-TZVPD def2/J DEFGRID3
* xyz -2 1
Pb 0.5586 -0.9999 -1.0997
O -1.4043 -4.8282 0.2067
C -0.8063 -4.1579 -0.8014
O -1.0360 -4.3064 -2.0165
O 0.1329 -3.3624 -0.4930
H -0.9878 -4.3582 0.9329
O 2.1279 2.0733 -4.3314
C 1.9632 0.8960 -3.7237
O 2.0332 -0.1187 -4.3052
O 1.6368 0.8821 -2.5267
H 2.2144 2.5577 -3.5071
O 2.9196 -1.8172 -0.3213
C 3.3515 -2.4605 -1.3777
O 2.7294 -2.3295 -2.4380
O 4.3791 -3.1393 -1.3265
H 3.6958 -2.1182 0.1567
O -2.1583 -2.5713 -4.2261
C -1.2746 -1.7667 -3.5819
O -0.0263 -1.9535 -3.5902
O -1.6662 -0.9796 -2.7339
H -2.9954 -2.2051 -3.9315
C 1.4082 4.3862 2.8804
C 1.1360 3.7074 1.5048
C 2.2683 2.9671 0.7490
O 1.5325 1.8022 0.1373
C 0.2858 1.8166 0.6195
O -0.5754 1.0575 0.2328
O 0.2172 2.6809 1.6264
H 2.2678 3.8441 3.2744
H 0.6474 4.3847 3.6610
H 1.8888 5.3644 2.8940
H 0.6814 4.4799 0.8844
H 3.1504 2.7696 1.3581
H 2.5538 3.7705 0.0700
C -3.0814 -0.2697 3.4657
C -4.2488 -0.5244 2.4365
O -3.5202 -0.7413 1.2590
C -2.2882 -1.1158 1.5523
O -1.4274 -1.4975 0.8284
O -2.0811 -1.0099 2.8748
F -5.1265 0.4765 2.2705
H -3.3612 -0.6746 4.4383
H -2.8426 0.7927 3.4163
H -4.8717 -1.4034 2.6017
*
```

Record 4
DFT (wB97M-V/def2-TZVPD) results for an isolated molecule of CH3NO3 in a non-equilibrium geometry.

Calculated values
E_LUMO: 0.529 eV
Structure (SMILES): O=[N+]([O-])CO
E_HOMO: -10.83 eV
Frontier orbital gap: 11.36 eV
ΔE to the lowest compared entry with this formula, charge and spin: 62.17 kcal/mol

Structure (ORCA input):
```
! RIJCOSX wB97M-V def2-TZVPD def2/J DEFGRID3
* xyz 0 1
C 0.5241 0.3405 0.3210
N -0.9085 -0.0197 -0.5852
O -1.6973 0.8471 -0.3934
O -1.0839 -1.0595 -1.1330
O 1.4456 -0.7263 0.4010
H 0.7800 1.2110 -0.3290
H 0.0771 0.8618 1.1234
H 0.8628 -1.4549 0.5951
*
```

Record 5
DFT (wB97M-V/def2-TZVPD) results for a cluster of 2 separate species, C8H18NS in total in a non-equilibrium geometry.

Calculated values
E_LUMO (alpha / beta): -5.110 / -5.110 eV
E_HOMO (alpha / beta): -13.61 / -13.61 eV
Frontier orbital gap (alpha / beta): 8.50 / 8.50 eV
ΔE to the lowest compared entry with this formula, charge and spin: 66.73 kcal/mol

Structure (ORCA input):
```
! RIJCOSX wB97M-V def2-TZVPD def2/J DEFGRID3
* xyz 1 1
C 0.6124 -0.4051 -2.1872
C 2.6039 -1.1147 0.2251
C -2.2709 0.3192 -0.5805
C -1.1784 0.8117 1.5873
C -0.2935 2.0535 -0.3453
C -0.2457 -1.7070 0.2229
C 1.4373 -0.1164 0.6037
C -0.9543 0.7316 0.0938
N 0.1445 -0.3790 -0.0810
S 0.1648 -1.3623 -3.2622
H 1.2021 0.4077 -2.0501
H 3.5400 -0.9018 0.6330
H 2.3507 -2.1027 0.6952
H 2.7392 -1.2243 -0.9559
H -2.5451 -0.5801 -0.1882
H -3.0889 0.9810 -0.3978
H -2.0224 0.3693 -1.6909
H -0.4926 0.5062 2.2964
H -2.1015 0.2703 1.9379
H -1.3201 1.8710 1.9256
H 0.1779 2.1050 -1.3346
H -0.8668 2.9901 -0.1244
H 0.5428 2.1897 0.2903
H 0.0986 -2.5385 -0.5228
H -0.0614 -2.0898 1.1629
H -1.2564 -1.8250 0.1288
H 1.7793 0.8152 0.2372
H 1.3043 -0.0744 1.6809
*
```

Record 6
DFT (wB97M-V/def2-TZVPD) results for an isolated molecule of CH3NO3S in a non-equilibrium geometry.

Calculated values
E_LUMO (alpha / beta): -2.013 / -0.232 eV
E_HOMO (alpha / beta): -9.68 / -10.66 eV
Frontier orbital gap (alpha / beta): 7.67 / 10.42 eV
ΔE to the lowest compared entry with this formula, charge and spin: 140.76 kcal/mol

Structure (ORCA input):
```
! RIJCOSX wB97M-V def2-TZVPD def2/J DEFGRID3
* xyz 0 1
C -0.9094 1.2216 -0.1611
N -0.0914 -2.0875 -0.1170
O 1.6449 0.8183 -0.6259
O 0.8333 0.1079 1.5626
O -0.1371 -0.9106 -0.6846
S 0.5742 0.4212 0.1730
H -1.8154 0.8632 0.2744
H -0.8324 1.6522 -1.0902
H 0.7332 -2.0864 0.6688
*
```

Record 7
DFT (wB97M-V/def2-TZVPD) results for an isolated molecule of C19H12Cl2N4O4 in a non-equilibrium geometry.

Calculated values
E_LUMO: -2.099 eV
Structure (SMILES): O=C1C=C/C(=N/Nc2ccc([N+](=O)[O-])cc2Cl)C=C1C(=O)Nc1cccc(Cl)c1
E_HOMO: -8.87 eV
Frontier orbital gap: 6.77 eV
ΔE to the lowest compared entry with this formula, charge and spin: 61.78 kcal/mol

Structure (ORCA input):
```
! RIJCOSX wB97M-V def2-TZVPD def2/J DEFGRID3
* xyz 0 1
O 2.8964 1.7959 2.3431
O 0.9434 -1.5358 1.0500
O -6.3362 0.3463 -5.2990
O -6.0970 2.4199 -5.5844
Cl 1.5539 -5.8052 4.0508
Cl -1.8143 -1.7102 -3.5820
N 0.2984 1.8667 -2.2917
C 2.4616 1.7188 1.2007
C 1.8077 -0.7538 1.4644
C 2.3336 2.9623 0.4646
C 2.0348 0.4546 0.5472
C 1.6326 2.9439 -0.7240
C 1.4747 0.4225 -0.7308
C 1.1455 1.7111 -1.3545
C 2.2153 -2.5415 6.1720
C 1.9843 -3.8563 5.7890
C -2.3266 2.3063 -3.6003
C 2.0777 -1.5214 5.2137
C 1.8363 -3.1894 3.4857
C -3.6462 2.3918 -4.1933
C -3.7776 -0.0827 -4.2641
C 1.8397 -4.1832 4.4954
C -2.4662 -0.1283 -3.7959
C -1.7546 1.0651 -3.4284
C 2.0319 -1.8065 3.8232
C -4.3704 1.1679 -4.6277
N -0.5743 0.9267 -2.7107
N 2.2546 -0.7912 2.7698
N -5.6716 1.3058 -5.2029
H 2.6764 3.9061 0.8293
H 1.5078 4.0141 -1.1409
H 1.1007 -0.4895 -1.2236
H 2.1336 -2.1349 7.1664
H 2.1569 -4.6241 6.4960
H -1.6177 3.0787 -3.4085
H 2.1367 -0.4718 5.6346
H 1.7264 -3.4696 2.4930
H -4.1155 3.3286 -4.3057
H -4.1939 -1.0465 -4.4993
H -0.2316 -0.0821 -2.5332
H 2.7324 0.0905 3.0121
*
```

Record 8
DFT (wB97M-V/def2-TZVPD) results for a cluster of 2 separate species, C5H14 in total in a non-equilibrium geometry.

Calculated values
E_LUMO: 1.077 eV
Structure (SMILES): CCC.CC
E_HOMO: -11.36 eV
Frontier orbital gap: 12.44 eV
ΔE to the lowest compared entry with this formula, charge and spin: 11.45 kcal/mol

Structure (ORCA input):
```
! RIJCOSX wB97M-V def2-TZVPD def2/J DEFGRID3
* xyz 0 1
C -0.3293 1.2048 -1.4206
C -0.1055 1.5605 -2.8987
H 0.6327 1.3128 -0.9223
H -1.1477 1.7495 -0.9532
H -0.5951 0.1531 -1.3031
H 0.0449 2.6469 -2.9508
H -0.9455 1.2342 -3.4978
H 0.8904 1.2516 -3.2157
C 0.1316 -0.3765 1.6081
C -1.1016 -1.2472 1.8675
C 1.3559 -1.2306 1.2288
H -0.0130 0.3672 0.8370
H 0.4178 0.1025 2.5390
H -1.3279 -1.3449 2.9034
H -1.0091 -2.2163 1.3712
H 1.4096 -1.4683 0.1655
H 2.3226 -0.7435 1.4009
H -1.9921 -0.8526 1.3625
H 1.3612 -2.1033 1.8781
*
```

Record 9
DFT (wB97M-V/def2-TZVPD) results for a cluster of 2 separate species, FH2NO2Si in total in a non-equilibrium geometry.

Calculated values
E_LUMO: -0.836 eV
E_HOMO: -10.73 eV
Frontier orbital gap: 9.90 eV
ΔE to the lowest compared entry with this formula, charge and spin: 47.53 kcal/mol

Structure (ORCA input):
```
! RIJCOSX wB97M-V def2-TZVPD def2/J DEFGRID3
* xyz 0 1
N 1.7003 0.0378 1.3730
O 1.4965 0.6912 2.4087
O 2.7425 -0.5484 1.1937
F 1.7806 0.2582 -1.3311
Si 0.5383 0.2715 -0.2278
H 0.0600 1.5176 0.0776
H -0.5695 -1.4402 -0.3933
*
```

Record 10
DFT (wB97M-V/def2-TZVPD) results for a cluster of 2 separate species, C4H5NO2 in total.

Calculated values
E_LUMO: 0.267 eV
Structure (SMILES): C=CC=O.N=C=O
E_HOMO: -9.92 eV
Frontier orbital gap: 10.19 eV
ΔE to the lowest compared entry with this formula, charge and spin: 30.54 kcal/mol

Structure (ORCA input):
```
! RIJCOSX wB97M-V def2-TZVPD def2/J DEFGRID3
* xyz 0 1
O -1.7780 -0.4196 1.2207
C -1.7155 -0.0892 0.0571
C -0.7527 0.9138 -0.4680
C 0.1132 1.5129 0.3485
N 2.1153 -1.0951 0.3242
C 1.2496 -1.4817 -0.4352
O 0.4264 -1.7227 -1.2323
H -2.3871 -0.5459 -0.6968
H -0.7700 1.0992 -1.5402
H 0.8499 2.2270 -0.0066
H 0.0994 1.2803 1.4108
H 2.5495 -1.6789 1.0179
*
```

Record 11
DFT (wB97M-V/def2-TZVPD) results for a structure of composition C21H21CoN5O5 in a non-equilibrium geometry.

Calculated values
E_LUMO (alpha / beta): -1.230 / -1.247 eV
E_HOMO (alpha / beta): -8.34 / -8.33 eV
Frontier orbital gap (alpha / beta): 7.11 / 7.09 eV

Structure (ORCA input):
```
! RIJCOSX wB97M-V def2-TZVPD def2/J DEFGRID3
* xyz 0 4
Co -0.6955 0.7809 -0.3475
O 2.6550 4.9794 -0.8699
C 3.5043 3.9467 -0.7238
C 4.8678 4.2446 -0.7864
C 5.8071 3.2473 -0.6334
C 5.4155 1.9277 -0.4140
C 4.0715 1.6318 -0.3535
C 3.0940 2.6216 -0.5077
C 1.6696 2.2162 -0.4390
O 1.3925 1.0013 -0.2392
N 0.7780 3.2186 -0.5982
N -0.4730 2.7419 -0.5606
C -1.5132 3.4860 -0.5997
C -2.7983 2.7635 -0.5005
C -4.0361 3.3760 -0.5899
C -5.1692 2.5801 -0.4809
C -5.0447 1.2165 -0.2879
C -3.7697 0.6744 -0.2015
N -2.6887 1.4365 -0.3020
H 1.7452 4.6208 -0.7798
H 5.1546 5.2737 -0.9549
H 6.8592 3.4999 -0.6839
H 6.1540 1.1471 -0.2940
H 3.7391 0.6168 -0.1872
H -1.4594 4.5661 -0.6827
H -4.1105 4.4435 -0.7430
H -6.1481 3.0366 -0.5490
H -5.9135 0.5801 -0.2028
H -3.5773 -0.3798 -0.0459
C -2.8507 -3.7943 1.2919
C -1.4452 -3.9318 1.8586
C -0.3717 -3.2743 0.9757
C 1.0195 -3.3956 1.6323
C 2.1366 -2.7384 0.8350
C -0.3295 -4.0084 -0.3579
O -0.1693 -5.2066 -0.4232
N -0.5011 -3.2604 -1.5001
C -0.6855 -1.8832 -1.5599
O -0.7913 -1.3192 -2.6350
N -0.7759 -1.2152 -0.3809
C -0.6806 -1.7900 0.8382
O -0.8491 -1.0921 1.8328
H -3.5763 -4.3269 1.9068
H -2.9220 -4.2091 0.2831
H -3.1623 -2.7479 1.2511
H -1.1758 -4.9827 1.9705
H -1.3815 -3.4632 2.8414
H 1.2137 -4.4606 1.7715
H 0.9356 -2.9406 2.6206
H 2.2490 -3.1905 -0.1536
H 3.0920 -2.8498 1.3483
H 1.9640 -1.6683 0.6959
H -0.4529 -3.7465 -2.3841
*
```

Record 12
DFT (wB97M-V/def2-TZVPD) results for a cluster of 2 separate species, C3H10O2 in total in a non-equilibrium geometry.

Calculated values
E_LUMO: 0.535 eV
Structure (SMILES): CC(C)O.O
E_HOMO: -10.27 eV
Frontier orbital gap: 10.80 eV
ΔE to the lowest compared entry with this formula, charge and spin: 6.87 kcal/mol

Structure (ORCA input):
```
! RIJCOSX wB97M-V def2-TZVPD def2/J DEFGRID3
* xyz 0 1
O 1.8803 1.0095 1.1083
C 0.0000 0.0000 0.0000
C 2.2791 0.0877 -1.1161
C 1.2982 0.8050 -0.1721
H 1.4701 1.6942 1.6769
H 0.2477 -0.9355 0.5292
H -0.5525 -0.2523 -0.9207
H -0.6542 0.6079 0.6474
H 3.2660 0.5453 -0.9340
H 2.0354 0.1914 -2.1868
H 2.3385 -0.9861 -0.8711
H 0.9775 1.7683 -0.6184
O -2.2274 2.5213 4.2712
H -2.9949 1.9978 4.5955
H -2.1094 2.2357 3.3370
*
```

no.,E (a.u.)
1,-5513.5805
2,-324.5642
3,-2074.0782
4,-320.2435
5,-768.1630
6,-718.3468
7,-2171.4023
8,-198.8709
9,-595.6789
10,-360.6208
11,-2845.7181
12,-270.7609